This record from the OMol25 dataset describes a 2-piece molecular cluster, C21H37N8O4S3 overall at a distorted geometry. The level of theory is ωB97M-V with the def2-TZVPD basis set.

Summary:
Spin multiplicity: 1
HOMO energy: -11.353 eV
E_tot: -2755.59132 Eh
Kohn-Sham gap: 7.38 eV
Charge: +1

Geometry as XYZ:
```
73
Properties=species:S:1:pos:R:3:forces:R:3:mulliken_charge:R:1
H -4.64737 -0.59721 2.02724 -0.05 0.06 0.10 -0.22
H 0.22889 0.14825 1.05525 0.67 -0.38 0.60 0.19
H -4.94236 -0.51059 0.07554 -0.21 0.29 -0.18 -0.45
H 0.20260 -1.12023 -3.72618 -0.45 0.17 0.33 0.58
C 9.63540 -1.34423 0.72601 -0.74 -0.01 0.04 0.05
H -4.83656 -2.99886 2.56154 0.01 0.00 0.02 0.39
H 3.57813 -1.92839 -0.96063 -0.10 0.14 -0.19 0.71
H -4.79728 -1.43937 -1.41739 -0.22 0.05 0.13 0.52
H -5.69962 -0.69404 3.43991 0.02 0.07 -0.03 0.46
O -1.30512 -0.98851 4.64885 0.36 0.15 -0.30 -0.70
H 4.41672 3.84204 1.10762 -0.01 0.31 0.05 0.26
C 3.66256 -0.85799 -0.74547 0.57 0.41 0.00 -1.64
H 1.29173 2.11535 -2.65431 0.04 -0.01 0.15 0.27
H -3.42442 0.37855 -2.46749 0.02 -0.17 0.07 0.53
N -6.82023 1.40552 0.67284 -0.04 -0.08 -0.04 -0.15
C 0.72009 -0.38020 -3.11943 0.89 1.24 -1.29 -1.12
N 0.48465 -0.45388 0.28282 0.18 0.53 -0.57 0.06
H 0.52527 -1.45345 0.39701 -0.95 0.01 -0.08 0.18
H 10.67752 -1.45939 0.48474 -0.07 -0.10 -0.17 0.42
N 9.13082 -0.78384 1.75962 0.67 0.47 0.74 -0.38
C -3.50420 0.25456 -1.38349 0.14 0.61 0.87 -0.92
H -2.70426 -1.42022 -0.32356 0.18 0.06 0.04 0.16
O -8.51758 0.76690 -0.55284 -1.09 -0.04 -0.26 -0.28
H -3.53244 1.26155 -0.95405 -0.02 0.01 -0.26 0.25
C 2.05907 -0.97008 -2.67083 -0.36 0.17 -0.24 -0.90
C 4.02848 2.86294 -0.61934 0.48 0.80 -0.81 -0.24
C -4.28978 -2.35163 3.24643 -0.07 0.10 0.04 -0.73
C 7.52340 -1.50561 0.56988 0.06 0.14 -0.47 0.62
C 2.99326 3.05744 -1.75251 -0.11 -0.56 0.15 -0.97
N -0.12673 0.08490 -1.94024 1.41 -3.38 0.05 0.53
H -1.70220 -1.05321 -2.71056 0.22 0.09 -0.02 0.71
H 3.54426 0.54361 -2.41267 -0.34 0.68 0.36 0.77
O -1.56399 -0.22399 2.26195 0.36 0.11 0.01 -0.57
H -2.31443 -3.21924 3.60902 0.17 0.10 -0.01 0.43
H 3.43154 2.90402 -2.74456 0.14 -0.12 0.21 0.39
H 3.83468 2.00440 0.02320 -0.32 0.19 0.00 0.29
C 1.71015 2.20638 -1.64345 0.02 0.82 -0.50 -0.52
H -0.78810 -1.90783 -1.50037 0.15 0.21 0.12 0.39
C 0.70959 0.16527 -0.90559 0.30 0.68 1.30 -1.21
O 8.66600 -1.81897 -0.08329 0.51 -0.45 -0.77 -0.26
C -4.68840 -0.87908 3.08216 0.05 -0.14 -0.06 -0.20
H 0.93143 0.47202 -3.77253 -0.26 -0.07 0.04 0.43
H -1.89843 0.05640 0.09218 -0.11 -0.06 -0.22 0.10
H -10.03390 1.29816 0.84298 0.01 -0.04 -0.07 0.41
H -3.63066 0.97701 3.58940 0.14 0.01 0.02 0.47
C -8.97828 1.25666 0.64325 1.09 -0.22 -0.72 0.07
H 4.86573 4.67442 -0.20596 -0.11 0.15 0.07 0.27
C -2.30427 -0.49227 -0.75550 -0.28 -0.46 -0.19 0.40
H 3.22657 -0.70694 0.24441 0.10 -0.04 -0.05 0.29
H 0.97213 2.77836 -1.07339 0.05 -0.37 0.23 0.48
C -3.65775 -0.07464 3.86591 -0.28 0.10 -0.20 -0.94
C -2.77968 -2.44650 3.00192 -0.23 -0.31 -0.13 -0.57
C 5.17102 -0.50302 -0.71744 -0.57 -0.12 -0.14 -0.68
N -7.99028 1.61723 1.36323 -0.35 0.54 1.58 -0.57
H 4.99447 2.66968 -1.11055 -0.10 -0.18 0.17 0.25
S -2.09554 -0.84935 3.45701 -0.66 -0.21 0.77 0.93
N 4.11652 4.10805 0.17529 0.11 -0.82 0.28 -0.72
H 5.46372 -0.27304 -1.74574 0.32 0.07 0.21 0.48
H 1.86788 -1.93543 -2.18382 0.05 0.20 0.17 0.35
S 6.01449 -2.01714 -0.15637 0.00 -0.08 0.28 -0.26
H 2.69632 4.10797 -1.72693 -0.06 -0.11 -0.01 0.48
H 5.34886 0.34578 -0.06021 0.25 -0.13 -0.04 0.34
H -3.80690 -0.17565 4.94036 0.13 -0.02 0.00 0.39
S -6.21752 0.42558 -1.81364 -0.22 -0.13 0.11 -0.27
N 7.77027 -0.89109 1.66842 -0.67 0.13 0.28 -0.31
H 2.65789 -1.20500 -3.55564 -0.15 0.01 0.02 0.49
C -1.21381 -0.92873 -1.74134 -1.22 0.55 -0.14 -1.23
C -4.82642 -0.42353 -1.00464 0.51 -0.33 -0.69 0.18
C 2.85172 0.00052 -1.76984 0.26 -2.22 1.01 0.22
H -2.55520 -2.61666 1.94978 0.06 0.06 -0.01 0.23
C -7.19677 0.90528 -0.44870 0.64 -0.25 -0.42 0.63
H -4.52271 -2.67903 4.26121 0.03 0.00 -0.01 0.35
N 1.90940 0.88321 -0.99645 -0.97 1.09 -1.31 0.62
```
Forces are in eV/Å.

---

This record from the OMol25 dataset describes C21H38AuIO3P2 as an isolated structure at a distorted geometry. The level of theory is ωB97M-V with the def2-TZVPD basis set.

Summary:
Expectation value of S²: 2.024
Spin multiplicity: 3
Relative energy (zero: lowest compared OMol25 entry of this formula, charge and spin): 0.0000 eV
HOMO energy (spin up / spin down): -12.365 / -15.046 eV
E_tot: -2164.22638 Eh
Kohn-Sham gap (spin up / spin down): 6.34 / 4.94 eV
Charge: +2

Geometry as XYZ:
```
66
Properties=species:S:1:pos:R:3:forces:R:3:nbo_charge:R:1
H -1.79572 4.17132 1.83283 0.00 -0.18 0.08 0.24
H 3.34344 -2.61048 -1.23560 -0.16 0.04 0.30 0.26
H 2.66353 -3.24490 2.53019 -0.05 0.22 0.17 0.24
H -3.32230 -3.25217 -1.02900 -0.20 0.22 0.16 0.26
H -2.00369 3.14995 3.27297 -0.03 0.02 -0.22 0.23
O -1.83045 3.42146 -2.85490 1.61 0.12 0.60 -0.51
C -0.70714 3.50005 -2.52509 0.03 0.14 -0.16 1.04
H 1.84894 3.82580 1.46994 -0.19 0.01 -0.11 0.23
C -0.58714 -0.14865 -3.99128 0.00 2.19 -0.59 0.36
H 2.98561 -2.37589 4.05186 -0.07 -0.07 -0.31 0.22
H 0.20835 -3.62813 3.31523 0.06 0.30 0.16 0.24
C 1.13595 -0.28751 3.53258 0.91 -1.88 0.88 0.15
C -3.96491 -1.20199 -3.47789 0.04 -0.08 -0.12 -0.95
H -3.37840 -1.93595 0.19010 -0.12 -0.22 -0.24 0.25
H 0.85422 -1.69635 1.94630 0.18 -0.08 0.42 0.21
H 3.66228 -1.72515 -3.57817 -0.29 0.03 -0.13 0.26
H -1.76938 2.39647 1.67738 -0.06 0.41 0.19 0.19
Au -0.65626 -1.60507 -2.38903 0.11 1.23 0.60 0.48
H 0.21282 4.15577 3.21724 -0.08 -0.26 -0.20 0.23
H -0.79027 -2.22103 3.75306 0.20 -0.15 0.06 0.22
C 2.34598 -2.24511 -0.95798 0.34 -0.46 0.09 -0.96
H 2.40236 -0.96051 -4.59853 0.05 -0.20 0.19 0.26
H -4.77776 -2.20260 -0.91841 0.33 -0.01 0.17 0.25
C 0.03234 3.29648 2.55114 0.18 0.30 0.26 -0.24
C -3.28714 0.54461 -1.34822 0.28 0.22 0.00 -0.96
C 1.67574 -0.03841 4.79342 -0.20 -0.59 -0.63 -0.25
H 2.23284 0.57865 -0.82635 0.10 0.01 -0.39 0.24
H -3.69858 -0.41036 -4.19043 -0.09 -0.21 0.14 0.26
C -0.73200 -0.72731 -5.36391 -0.13 0.24 -0.87 -0.77
H -3.83314 -2.18450 -3.94868 -0.12 0.25 0.03 0.26
H 0.34121 4.42406 0.72207 0.15 -0.16 0.17 0.24
H -2.92276 0.63005 -0.31423 -0.23 0.00 -0.30 0.24
P 1.67380 -1.24490 -2.30588 0.55 -0.45 0.38 0.92
H -2.81829 1.33005 -1.95611 -0.14 -0.19 0.12 0.27
C 0.80198 3.58306 1.25387 0.25 -0.24 -0.09 -0.61
H 2.25836 -2.68892 -4.14315 0.15 0.22 -0.01 0.26
O -0.44846 1.02711 -3.72584 -0.17 -1.92 -0.36 -0.56
H 3.37380 0.47164 -2.21109 -0.33 -0.05 0.11 0.26
C -3.68151 -2.23623 -0.82306 -0.19 -0.13 0.06 -0.95
C 2.58675 -1.69817 -3.80608 0.00 -0.19 -0.06 -0.95
H 0.09824 -1.41600 -5.57822 -0.21 0.16 0.15 0.26
O 0.41657 3.58880 -2.19011 -1.68 -0.23 -0.42 -0.53
H 2.15138 1.44739 6.27437 -0.09 -0.02 -0.13 0.25
P -2.90915 -1.10522 -2.00608 -0.75 -0.58 0.21 0.92
H -1.66600 -1.30771 -5.46056 0.37 0.21 0.19 0.26
C 2.31672 0.41291 -1.90955 -0.35 0.27 -0.09 -0.95
H -0.73368 0.08773 -6.11172 0.02 -0.36 0.28 0.26
C 0.23068 -2.62671 3.76882 -0.20 -0.03 0.19 -0.60
C 0.59428 0.78599 2.80201 -0.74 -0.17 -1.65 -0.04
H 2.41023 -1.63268 -0.04760 0.00 -0.24 -0.24 0.24
H 1.73892 1.18380 -2.43309 0.22 -0.07 0.10 0.28
H 0.78477 2.71039 0.58414 0.14 0.70 0.12 0.19
H -4.37880 0.68001 -1.37169 0.31 -0.04 0.08 0.27
C 2.61999 -2.26449 3.02143 0.23 0.13 0.02 -0.61
H 2.09473 -0.86944 5.36782 -0.15 0.37 -0.22 0.25
C 0.57995 2.08904 3.31667 0.05 1.94 0.58 -0.02
C 1.69741 1.25589 5.30488 0.17 -0.38 0.43 0.01
H 0.54869 -2.72684 4.81893 -0.14 -0.01 -0.34 0.22
C -1.47915 3.24104 2.31496 -0.17 -0.16 0.24 -0.61
H -5.01421 -1.07968 -3.17082 0.30 -0.02 -0.15 0.26
I -0.19406 0.37544 0.84308 0.45 -0.25 1.51 0.40
H 3.30126 -1.58294 2.49615 -0.03 -0.18 0.09 0.21
C 1.19084 -1.71672 2.99373 -0.11 0.13 -0.11 -0.28
H 1.15300 3.31724 4.98232 -0.01 -0.24 -0.11 0.25
H 1.67117 -3.08969 -0.77903 0.35 0.10 0.04 0.26
C 1.14122 2.30615 4.57785 -0.67 0.49 -1.28 -0.18
```
Forces are in eV/Å.

---

This record from the OMol25 dataset describes a 8-piece molecular cluster, C21H38BrCl3F5N17O12P overall. The level of theory is ωB97M-V with the def2-TZVPD basis set.

Summary:
Spin multiplicity: 1
HOMO energy: -11.150 eV
E_tot: -7452.00815 Eh
Kohn-Sham gap: 6.43 eV
Charge: +1

Geometry as XYZ:
```
98
Properties=species:S:1:pos:R:3:forces:R:3:mulliken_charge:R:1
H 1.21648 -1.38591 3.69117 0.03 0.02 0.07 0.10
O 3.95746 6.04684 -4.67012 0.00 -0.01 -0.02 -0.66
O -4.76024 0.89259 1.95854 0.01 -0.13 -0.18 -0.64
C -0.61371 4.27249 2.11207 0.01 0.05 0.01 0.56
O -0.30426 -2.58169 5.25046 -0.01 0.01 -0.05 -0.66
H -1.06737 3.16745 -1.96932 -0.01 0.12 0.00 0.56
Cl 4.17803 1.27123 0.29388 0.34 0.10 0.13 -0.15
H -6.26132 -0.19819 -3.22690 -0.10 -0.04 -0.02 0.14
H -5.41582 0.08103 4.95939 0.01 -0.02 0.00 0.16
C 4.28874 -6.66354 1.80277 0.00 0.00 0.02 0.61
H 0.38721 1.77225 -0.06813 0.02 -0.02 0.09 0.47
C -0.32264 -4.25636 -1.45982 -0.65 -0.14 -0.19 -1.66
H 3.38780 7.17021 0.91826 0.12 0.04 0.01 0.21
H 3.22087 6.97068 2.62593 0.10 0.00 0.03 0.17
N -0.73964 -5.90602 -3.08805 0.02 -0.31 0.37 0.15
H 4.15898 -0.50786 -2.14765 0.05 -0.05 0.10 0.27
C 1.99084 -2.85046 -0.48731 0.30 -0.51 0.45 -0.64
H 2.15713 7.54071 -3.84775 0.01 0.00 -0.02 0.20
H 4.78430 4.67009 -2.77656 0.05 0.04 -0.01 0.17
H -7.42112 2.20474 -0.90526 -0.01 -0.03 0.00 0.17
C -1.50880 -2.00029 -1.62817 -0.04 0.29 -0.03 0.14
H 4.54103 -7.44832 3.72733 0.01 0.03 0.00 0.16
H 3.36634 -5.43673 3.24423 0.09 -0.03 0.01 0.18
C 3.51854 5.22768 1.50758 0.15 -0.05 0.21 0.60
C -0.40030 2.30979 -1.95254 -0.18 -0.04 -0.12 -0.29
N -6.54412 0.43536 -2.50304 0.32 0.13 0.07 -0.26
F -3.54553 -2.21230 0.05952 0.04 0.17 0.05 -0.24
C -0.39149 -2.74644 -1.32279 0.24 -0.30 0.18 0.88
N 0.09152 -4.38453 3.92589 -0.03 0.04 -0.02 -0.31
N 0.15840 5.26768 1.58850 -0.08 -0.06 0.00 -0.28
F -2.57796 -3.90148 -2.55095 -0.10 0.15 -0.12 -0.27
H -1.32444 1.75033 -0.08170 -0.11 -0.06 0.06 0.73
O -7.53872 1.75880 -4.05142 0.03 0.00 -0.02 -0.61
O 3.68934 4.75613 0.39001 -0.24 0.08 -0.04 -0.56
H 3.61451 3.45849 2.49539 -0.01 -0.02 -0.01 0.15
H 3.78817 1.17221 -2.44184 -0.07 0.13 -0.04 0.41
O 4.51453 -6.80433 0.61373 -0.03 0.01 -0.02 -0.64
H 0.24110 6.17703 2.00148 -0.01 0.00 -0.01 0.17
H -6.31312 0.23330 -1.54874 -0.13 -0.05 0.06 0.14
H -5.16135 -1.56665 1.85023 0.00 -0.01 -0.02 0.17
C -2.79333 -2.63482 -2.18884 -0.31 0.06 0.16 0.55
H 3.72692 5.32284 -1.57147 0.12 -0.08 0.04 0.25
C 0.24532 -3.06655 4.28048 0.04 -0.15 -0.03 0.54
F -5.01896 -1.97954 -1.52146 -0.03 0.19 0.00 -0.17
H 0.67133 5.06648 0.74983 0.06 -0.01 0.01 0.12
H -1.23426 5.47100 3.70679 -0.01 0.02 -0.02 0.15
H 1.51954 -2.73431 2.65336 0.07 -0.05 -0.14 0.13
H 3.36127 4.80589 3.54838 0.02 0.02 0.00 0.17
N -7.63970 2.37381 -1.86891 0.06 0.00 -0.02 -0.36
O -0.11373 -6.48625 -3.85077 -0.13 0.15 -0.29 -0.27
H 4.52433 -2.33383 -3.63804 0.29 -0.03 -0.04 0.35
O -0.69869 3.16802 1.58705 0.08 0.10 -0.03 -0.54
N 2.54602 6.94580 -3.14100 0.01 0.00 -0.02 -0.32
C -0.45870 1.47777 -0.67895 -0.04 0.16 -0.18 -1.31
O -0.13445 -4.58979 -2.82120 0.71 0.11 -0.07 -0.14
C -7.26589 1.54478 -2.88937 -0.04 0.01 0.05 0.58
H -1.23999 -4.72119 -1.09778 0.05 -0.04 0.14 0.64
C 0.74831 -2.07870 -0.84239 -0.06 0.42 -0.33 1.38
N 4.71740 -7.55195 2.74658 -0.02 0.00 -0.04 -0.38
H -1.85769 3.85895 3.65671 -0.01 -0.01 -0.01 0.22
H 5.24034 -8.34480 2.42505 0.01 0.00 -0.01 0.25
H 2.53760 -0.05811 -2.67042 -0.08 -0.08 0.05 0.10
H -5.04477 1.63558 4.30355 -0.02 0.01 -0.01 0.22
F -4.36274 -3.93221 -0.93894 0.04 -0.11 0.06 -0.26
P 3.00176 -3.63119 -2.82511 0.36 -0.22 0.03 0.36
N -5.18342 0.65234 4.16941 0.02 0.01 -0.02 -0.42
H 3.26016 -4.93326 1.58844 0.02 0.11 -0.01 0.22
O 2.02117 -3.48827 0.52877 -0.03 0.28 0.14 -0.56
C -0.41267 0.01415 -0.92923 0.06 -0.04 0.18 0.23
Cl 1.58441 0.26622 1.65586 0.12 0.13 -0.09 -0.07
N 3.49165 4.44591 2.62223 -0.01 0.03 -0.08 -0.39
Br -2.97704 0.44603 -1.77865 -0.18 -0.26 -0.04 0.14
N 0.33751 2.10559 -2.95343 0.00 0.03 0.09 -0.73
C 0.74893 -0.71051 -0.64560 0.08 -0.21 -0.34 1.07
N -1.28338 4.57712 3.25639 0.02 -0.01 0.03 -0.44
N 3.34889 6.56607 1.71785 -0.22 -0.03 -0.08 -0.40
C 1.90123 -0.00454 -0.03333 -0.05 -0.05 0.41 -1.19
O 4.47346 -3.22688 -3.26751 -0.07 0.04 -0.09 -0.45
H -5.48642 -1.77837 3.53266 0.00 0.01 0.02 0.18
C 3.01910 0.42081 -0.62128 -0.30 -0.11 0.01 1.03
C -3.97236 -2.68165 -1.11842 -0.03 -0.24 -0.21 0.69
N -5.25045 -1.17598 2.76717 0.02 0.06 -0.03 -0.37
Cl 1.95317 -2.29269 -4.03022 -0.18 0.02 0.10 -0.21
N 1.06395 -2.34494 3.45397 -0.16 -0.09 0.16 -0.14
H 0.54198 -4.80052 3.13152 0.02 0.01 0.02 0.17
H 2.19434 6.99913 -2.20555 0.01 -0.02 0.01 0.14
N 4.04920 5.30311 -2.52580 -0.12 0.01 -0.01 -0.25
N -1.48980 -0.64462 -1.41603 0.23 0.11 -0.05 0.03
C 3.55220 6.09001 -3.52403 -0.02 -0.03 0.03 0.56
O 3.03301 -2.78904 -1.32263 -0.67 0.15 -0.42 -0.32
C -5.04535 0.16869 2.90211 -0.03 0.03 0.13 0.72
N 3.57743 -5.59039 2.27555 -0.12 -0.05 0.07 -0.28
F -3.19029 -1.98310 -3.29272 -0.02 0.05 0.03 -0.27
H -8.16808 3.18991 -2.11490 -0.02 0.00 -0.01 0.21
H 0.92707 1.28365 -2.81771 0.04 -0.08 -0.11 0.28
H -0.49865 -4.94954 4.50741 0.01 0.00 0.02 0.21
H 0.48603 -4.66248 -0.86146 0.17 0.08 0.07 0.77
C 3.37633 0.24443 -2.05223 0.13 0.10 -0.23 -1.21
```
Forces are in eV/Å.